Computed, not measured: a cluster of 11 separate species, C38H97N9O6 in total in a non-equilibrium geometry, with ωB97M-V/def2-TZVPD.

Structure (XYZ):
```
150
Properties=species:S:1:pos:R:3:mulliken_charge:R:1
N -0.12 -1.51 -3.01 0.973
H -0.35 -2.38 -3.46 0.522
H -0.52 -1.41 -2.09 -0.897
H -0.19 -0.72 -3.63 0.110
H 0.85 -1.51 -2.71 0.776
N 3.35 -3.60 -2.14 -0.290
H 2.95 -2.68 -1.99 0.158
H 2.73 -4.36 -1.94 0.363
H 4.25 -3.62 -1.67 0.411
H 3.62 -3.59 -3.12 0.414
N -3.50 -0.90 -0.27 1.265
H -3.87 -1.74 0.15 0.539
H -4.00 -0.97 -1.15 0.138
H -2.51 -1.07 -0.23 -0.503
H -3.72 -0.04 0.21 -0.021
N -1.47 -4.05 0.71 0.332
H -1.11 -4.61 -0.05 0.486
H -2.43 -3.87 0.45 0.439
H -0.96 -3.17 0.73 -0.663
H -1.37 -4.46 1.62 0.101
C -5.33 -3.79 -4.86 -0.795
C -5.73 -2.53 -4.18 0.533
C -4.64 -1.77 -3.28 0.175
O -5.01 -0.79 -2.60 -0.863
C -3.25 -2.27 -3.20 -0.392
C -2.99 -3.49 -3.82 0.033
C -4.05 -4.25 -4.63 0.390
O -3.86 -5.45 -5.06 -0.759
O -1.72 -3.93 -3.73 -0.931
O -6.92 -2.03 -4.23 -0.734
H -6.10 -4.28 -5.45 0.422
H -2.48 -1.74 -2.67 0.832
O -0.90 -1.23 -0.30 -0.131
C 0.30 -1.03 0.44 -0.709
C 1.62 -0.58 -0.40 -0.219
O 2.12 -1.31 -1.55 -1.292
H 0.52 -2.01 0.86 0.199
H 0.04 -0.44 1.32 -0.161
H 2.35 -0.39 0.39 0.161
H 1.46 0.44 -0.76 -0.071
C 1.70 1.06 4.75 -1.288
C 2.65 0.80 3.45 0.461
N 4.09 0.72 3.83 0.052
C 4.90 0.19 2.72 0.469
C 6.28 -0.33 3.10 -1.700
C 4.66 1.93 4.54 -0.637
C 5.04 3.12 3.66 -0.994
H 1.90 0.24 5.44 0.356
H 0.67 0.99 4.39 0.115
H 1.94 2.03 5.17 0.408
H 2.36 -0.15 3.00 0.094
H 2.45 1.58 2.72 -0.201
H 4.25 -0.64 2.45 0.420
H 4.99 1.00 2.00 -0.257
H 6.33 -0.87 4.05 0.356
H 6.74 -0.97 2.34 0.433
H 6.98 0.50 3.21 0.342
H 5.65 1.74 4.95 0.376
H 4.08 2.31 5.38 0.293
H 5.77 3.72 4.20 0.470
H 4.16 3.75 3.54 0.248
H 5.58 2.95 2.73 0.183
C -4.06 2.67 -0.35 -0.894
C -4.29 2.51 1.21 -0.715
N -3.85 1.11 1.54 0.630
C -2.46 1.19 2.03 0.754
C -2.05 2.09 3.31 -1.326
C -4.68 0.44 2.59 -0.075
C -6.14 0.30 2.10 -1.362
H -4.49 3.63 -0.63 0.536
H -4.60 1.83 -0.78 0.075
H -2.99 2.75 -0.56 0.212
H -3.76 3.29 1.74 0.229
H -5.35 2.64 1.42 0.418
H -1.99 0.20 2.06 -1.410
H -1.95 1.56 1.15 0.330
H -1.00 1.97 3.57 0.152
H -2.09 3.14 3.02 0.409
H -2.68 2.04 4.19 0.323
H -4.62 0.98 3.54 0.473
H -4.39 -0.61 2.64 -0.116
H -6.56 -0.65 2.41 0.374
H -6.15 0.32 1.01 0.331
H -6.71 1.15 2.47 0.361
C 4.29 2.58 -0.19 -0.985
C 3.90 3.38 -1.37 -0.154
N 3.44 4.73 -0.91 0.293
C 2.09 4.71 -0.35 0.256
C 1.71 6.05 0.20 -1.590
C 3.57 5.73 -2.04 -0.155
C 5.05 6.26 -2.05 -1.323
H 3.33 2.46 0.31 0.045
H 5.03 3.21 0.31 0.174
H 4.71 1.62 -0.48 0.471
H 4.75 3.58 -2.02 0.698
H 3.18 2.91 -2.03 -0.370
H 1.36 4.47 -1.12 -0.044
H 1.98 4.00 0.48 0.146
H 0.70 6.00 0.61 0.424
H 2.31 6.32 1.07 0.329
H 1.70 6.96 -0.38 0.389
H 3.02 6.68 -1.98 0.380
H 3.17 5.38 -2.99 -0.039
H 5.28 6.23 -0.98 0.319
H 5.14 7.25 -2.51 0.398
H 5.80 5.76 -2.66 0.313
C -1.64 1.64 -3.12 -1.000
C -1.27 1.10 -4.56 -1.161
N 0.16 0.81 -4.62 0.658
C 1.07 1.80 -3.99 -0.661
C 1.09 3.18 -4.71 -0.867
C 0.51 0.46 -6.01 -0.900
C -0.06 -0.89 -6.56 -1.300
H -2.67 1.97 -3.21 0.506
H -1.09 2.52 -2.81 0.374
H -1.54 0.88 -2.34 0.082
H -1.92 0.30 -4.91 0.558
H -1.46 1.97 -5.19 0.574
H 2.13 1.54 -4.02 0.630
H 0.84 1.88 -2.92 -0.136
H 1.88 3.74 -4.22 -0.115
H 0.20 3.79 -4.57 0.284
H 1.50 3.05 -5.71 0.363
H 0.11 1.24 -6.66 0.441
H 1.60 0.36 -6.03 0.451
H 0.14 -1.68 -5.84 0.220
H -1.12 -0.72 -6.74 0.354
H 0.42 -1.14 -7.50 0.411
C 1.08 -5.42 3.06 -1.270
C -0.31 -5.67 3.69 -0.734
N -1.30 -4.62 3.44 0.670
C -0.86 -3.31 4.03 -0.692
C -1.68 -2.14 3.50 -0.551
C -2.68 -4.96 3.88 -0.545
C -3.24 -6.24 3.15 -1.190
H 1.53 -4.57 3.56 0.277
H 0.98 -5.15 2.01 0.250
H 1.72 -6.29 2.96 0.415
H -0.59 -6.63 3.24 0.396
H -0.20 -5.77 4.77 0.420
H -0.50 -3.36 5.06 0.451
H 0.08 -3.03 3.54 0.214
H -2.54 -1.92 4.13 0.525
H -1.17 -1.18 3.42 -0.073
H -2.01 -2.24 2.47 -0.036
H -3.27 -4.09 3.59 0.250
H -2.77 -5.10 4.95 0.455
H -2.63 -7.07 3.51 0.311
H -3.04 -6.11 2.09 0.254
H -4.32 -6.28 3.29 0.411
```

The total energy comes out at -66664.6989 eV. The calculation puts the highest occupied orbital energy at -4.82 eV. For the orbital gap, the calculation gives 3.663 eV. The energy relative to the best compared isomer or geometry (same formula, charge and spin) comes out at 1.313 eV.

Computed, not measured: a structure of composition C39H101AgF3N8O11Pd in a non-equilibrium geometry, with ωB97M-V/def2-TZVPD.

Structure (XYZ):
```
164
Properties=species:S:1:pos:R:3:lowdin_spin:R:1
Pd -0.40 -4.25 0.19 2.139
Ag -0.36 -2.42 3.15 0.075
C -3.23 -3.67 2.42 0.017
O -2.76 -2.51 3.06 0.005
O -2.21 -4.09 1.62 0.146
C -3.91 -4.70 3.39 0.002
F -4.79 -5.44 2.67 0.001
F -2.98 -5.40 4.06 0.003
F -4.58 -4.03 4.36 0.001
C -3.63 -1.38 3.27 0.001
C -3.09 -0.64 4.41 0.000
H -2.75 -1.27 5.23 0.000
H -2.29 0.03 4.10 0.000
H -3.89 -0.05 4.88 0.000
H -4.68 -1.59 3.48 0.000
H -3.62 -0.71 2.41 0.000
H -4.10 -3.40 1.82 0.001
C -1.07 -0.59 -1.01 0.003
C -0.18 -0.68 0.25 0.017
C -0.69 0.19 1.43 0.004
O 0.08 -1.98 0.66 0.193
H -2.03 -1.12 -0.93 0.000
H -0.57 -0.86 -1.94 0.000
H -1.36 0.44 -1.21 0.000
H 0.81 -0.25 0.06 0.003
H 0.12 0.50 2.09 0.000
H -1.54 -0.21 1.98 0.000
H -1.13 1.11 1.05 0.001
C 6.90 2.96 -0.33 0.000
C 5.86 3.90 -1.06 0.000
C 4.44 3.54 -0.60 0.000
O 4.08 2.18 -0.81 0.000
C 2.86 1.76 -0.26 0.000
N 6.11 5.30 -0.73 0.000
H 7.03 2.02 -0.87 0.000
H 6.53 2.73 0.67 0.000
H 7.82 3.54 -0.39 0.000
H 5.98 3.66 -2.12 0.000
H 3.67 4.21 -0.99 0.000
H 4.37 3.73 0.47 0.000
H 2.51 0.91 -0.84 0.000
H 2.21 2.63 -0.42 0.000
H 2.96 1.56 0.81 0.000
H 5.52 5.92 -1.26 0.000
H 7.08 5.51 -0.91 0.000
C -7.03 -0.43 -4.20 0.000
C -6.31 0.23 -3.02 0.000
C -4.85 -0.27 -2.80 0.000
O -4.85 -1.60 -2.42 0.000
C -5.21 -1.85 -1.06 0.000
N -6.33 1.72 -3.20 0.000
H -6.58 -0.04 -5.11 0.000
H -8.08 -0.16 -4.13 0.000
H -7.07 -1.52 -4.16 0.000
H -6.90 0.09 -2.12 0.000
H -4.37 0.29 -1.99 0.000
H -4.28 -0.08 -3.71 0.000
H -6.08 -1.32 -0.68 0.000
H -4.40 -1.50 -0.42 0.000
H -5.30 -2.92 -0.89 0.000
H -7.31 1.94 -3.28 0.000
H -6.10 2.24 -2.36 0.000
C 2.69 -0.71 5.90 0.000
C 1.53 -1.51 5.16 0.002
C 0.73 -2.37 6.17 0.001
O -0.50 -2.73 5.56 0.006
C -1.40 -3.36 6.41 0.000
N 0.78 -0.59 4.35 0.001
H 3.14 -1.39 6.63 0.000
H 2.31 0.16 6.44 0.000
H 3.46 -0.41 5.19 0.000
H 2.05 -2.19 4.49 0.002
H 0.53 -1.77 7.06 0.000
H 1.38 -3.20 6.45 0.000
H -1.64 -2.81 7.31 0.000
H -1.12 -4.39 6.63 0.000
H -2.31 -3.57 5.84 0.000
H 0.46 0.18 4.92 0.000
H 1.48 -0.13 3.80 0.000
C -2.24 2.29 -3.39 0.000
C -3.30 3.26 -3.90 0.000
C -2.64 4.57 -4.44 0.000
O -1.69 5.15 -3.52 0.000
C -1.10 6.42 -4.03 0.000
N -4.07 2.56 -4.94 0.000
H -2.80 1.48 -2.93 0.000
H -1.65 2.65 -2.55 0.000
H -1.63 1.94 -4.22 0.000
H -4.01 3.58 -3.14 0.000
H -3.32 5.33 -4.82 0.000
H -2.01 4.33 -5.30 0.000
H -1.83 7.20 -4.22 0.000
H -0.51 6.28 -4.94 0.000
H -0.44 6.86 -3.29 0.000
H -4.66 3.15 -5.51 0.000
H -4.78 2.15 -4.36 0.000
C 7.32 0.52 3.35 0.000
C 6.35 -0.66 3.61 0.000
C 5.09 -0.59 2.73 0.000
O 4.31 -1.78 2.91 0.003
C 3.21 -1.87 1.95 0.008
N 7.13 -1.84 3.40 0.000
H 7.62 0.53 2.31 0.000
H 8.13 0.31 4.05 0.000
H 6.87 1.47 3.62 0.000
H 6.03 -0.64 4.65 0.000
H 5.32 -0.32 1.69 0.000
H 4.39 0.21 2.97 0.000
H 2.72 -0.93 1.67 0.000
H 2.40 -2.43 2.43 0.011
H 3.38 -2.45 1.05 0.002
H 6.36 -2.49 3.41 0.000
H 7.41 -1.80 2.43 0.000
C 0.07 5.24 -0.76 0.000
C -1.24 4.77 -0.02 0.000
C -1.32 5.40 1.39 0.000
O -0.33 4.87 2.28 0.000
C -0.27 5.64 3.44 0.000
N -2.39 5.23 -0.73 0.000
H 0.92 4.87 -0.19 0.000
H 0.18 6.32 -0.82 0.000
H 0.01 4.84 -1.77 0.000
H -1.27 3.68 0.04 0.000
H -2.25 5.18 1.92 0.000
H -1.22 6.49 1.33 0.000
H 0.28 5.12 4.23 0.000
H -1.22 5.96 3.86 0.000
H 0.30 6.54 3.22 0.000
H -3.18 4.79 -0.29 0.000
H -2.40 4.83 -1.66 0.000
C -3.17 -4.94 -3.02 0.005
C -1.79 -4.29 -2.80 0.018
C -1.50 -3.12 -3.74 0.002
O -0.14 -2.66 -3.53 0.002
C 0.23 -1.61 -4.42 0.000
N -1.83 -3.79 -1.45 0.109
H -3.99 -4.27 -2.78 0.000
H -3.25 -5.84 -2.41 0.003
H -3.24 -5.22 -4.07 0.001
H -1.08 -5.11 -2.90 0.008
H -2.12 -2.27 -3.49 0.000
H -1.59 -3.52 -4.75 0.001
H -0.11 -1.71 -5.45 0.000
H 1.31 -1.54 -4.48 0.000
H -0.08 -0.62 -4.07 0.000
H -1.79 -2.81 -1.68 0.002
H -2.80 -3.91 -1.19 0.005
C 2.41 -5.52 -2.65 0.010
C 2.69 -4.29 -1.76 0.020
C 3.53 -3.23 -2.42 0.006
O 3.71 -2.06 -1.59 0.001
C 4.66 -1.21 -2.16 0.000
N 1.34 -3.80 -1.43 0.120
H 1.96 -5.15 -3.57 0.000
H 1.76 -6.20 -2.10 0.016
H 3.33 -5.99 -2.99 0.000
H 3.05 -4.59 -0.78 0.013
H 3.02 -3.02 -3.36 0.001
H 4.46 -3.67 -2.78 0.001
H 5.66 -1.60 -2.36 0.000
H 4.94 -0.36 -1.54 0.000
H 4.19 -0.75 -3.03 0.000
H 1.52 -2.83 -1.18 0.002
H 0.97 -3.79 -2.37 0.002
```

The total energy comes out at -92144.3284 eV. The calculation puts the highest occupied orbital energy (spin up / spin down) at -3.65 / -7.53 eV. For the orbital gap (spin up / spin down), the calculation gives 3.960 / 7.391 eV. The multiplicity is 4.